Entry A
{
  "formula": "C3H7OS",
  "method": "ωB97M-V/def2-TZVPD",
  "symbols": ["O", "C", "H", "H", "C", "C", "S", "H", "H", "H", "H", "H"],
  "positions_angstrom": [[-0.62, 2.28, 0.74], [0.50, 1.86, 0.82], [1.00, 1.73, 1.79], [1.09, 1.45, -0.02], [-1.07, -0.34, -1.45], [-0.74, -0.96, -0.10], [1.07, -1.20, 0.20], [-1.00, 0.74, -1.46], [-0.45, -0.74, -2.26], [-2.11, -0.58, -1.74], [-1.17, -0.38, 0.71], [-1.13, -1.97, -0.07]],
  "charge": -1,
  "gap_ev": 6.623,
  "spin_multiplicity": 1,
  "homo_ev": -2.50
}

Entry B
{
  "formula": "C3H7OS",
  "method": "ωB97M-V/def2-TZVPD",
  "symbols": ["C", "C", "O", "H", "H", "H", "H", "C", "S", "H", "H", "H"],
  "positions_angstrom": [[-2.70, -0.88, 0.02], [-1.53, -0.36, 0.48], [-0.43, -1.04, 0.80], [-3.54, -0.15, -0.18], [-2.80, -1.97, -0.18], [-1.45, 0.71, 0.69], [0.36, -0.39, 0.98], [2.46, 0.81, -0.55], [1.68, 1.08, 1.05], [1.79, 0.65, -1.48], [3.08, 1.65, -0.98], [3.09, -0.10, -0.64]],
  "charge": -1,
  "gap_ev": 7.220,
  "spin_multiplicity": 1,
  "homo_ev": -3.06
}

Which structure is most stable? entry B, by 0.0070 hartree over the runner-up.

Entry A
{
  "formula": "C9H11N4",
  "method": "ωB97M-V/def2-TZVPD",
  "symbols": ["N", "C", "C", "C", "N", "C", "N", "C", "C", "C", "C", "C", "N", "H", "H", "H", "H", "H", "H", "H", "H", "H", "H", "H"],
  "positions_angstrom": [[-1.69, -1.74, -0.74], [-0.98, -0.98, 0.03], [-1.37, -0.49, 1.36], [-0.10, 0.30, 1.79], [0.89, -0.59, 2.32], [1.63, -1.21, 1.50], [1.49, -1.16, 0.15], [0.39, -0.32, -0.35], [0.49, 0.03, -1.79], [0.44, 1.31, -2.20], [0.31, 2.38, -1.27], [0.21, 2.10, 0.06], [0.30, 0.84, 0.50], [-1.33, -2.07, -1.63], [-2.63, -2.03, -0.49], [-1.63, -1.32, 2.04], [-2.22, 0.19, 1.33], [-0.30, 1.08, 2.52], [2.42, -1.84, 1.89], [2.20, -1.50, -0.49], [0.60, -0.79, -2.48], [0.51, 1.54, -3.25], [0.28, 3.40, -1.62], [0.10, 2.86, 0.82]],
  "charge": 1,
  "gap_ev": [7.170, 7.170],
  "spin_multiplicity": 1,
  "homo_ev": [-11.60, -11.60]
}

Entry B
{
  "formula": "C9H11N4",
  "method": "ωB97M-V/def2-TZVPD",
  "symbols": ["C", "C", "N", "C", "N", "N", "N", "C", "C", "C", "C", "C", "C", "H", "H", "H", "H", "H", "H", "H", "H", "H", "H", "H"],
  "positions_angstrom": [[-1.65, -1.95, -0.62], [-1.94, -0.50, -1.17], [-1.84, 0.56, -0.22], [-2.82, 1.31, 0.31], [-2.34, 2.21, 1.10], [-1.08, 2.06, 1.16], [-0.70, 1.10, 0.38], [0.68, 0.65, 0.30], [1.42, 0.37, -0.97], [2.72, 0.03, -0.80], [3.40, -0.04, 0.41], [2.69, 0.08, 1.58], [1.32, 0.45, 1.50], [-2.42, -2.34, 0.03], [-0.61, -2.07, -0.09], [-1.62, -2.55, -1.55], [-2.89, -0.62, -1.57], [-1.14, -0.44, -1.89], [-3.92, 1.33, 0.14], [1.08, 0.59, -1.97], [3.21, -0.29, -1.68], [4.43, -0.31, 0.55], [3.26, 0.04, 2.53], [0.75, 0.35, 2.53]],
  "charge": 1,
  "gap_ev": 8.983,
  "spin_multiplicity": 1,
  "homo_ev": -13.50
}

Which structure is most stable? entry A, by 0.0829 hartree over the runner-up.

Entry A
{
  "formula": "C9H12NP",
  "method": "ωB97M-V/def2-TZVPD",
  "symbols": ["C", "C", "C", "C", "C", "C", "C", "C", "C", "N", "P", "H", "H", "H", "H", "H", "H", "H", "H", "H", "H", "H", "H"],
  "positions_angstrom": [[3.53, 0.02, -0.38], [2.97, 0.77, 0.63], [2.73, -1.02, -0.84], [1.70, 0.58, 1.12], [1.37, -1.20, -0.44], [0.88, -0.41, 0.61], [-2.82, 0.69, -0.18], [-1.67, 1.58, 0.04], [-2.64, -0.74, -0.74], [-0.36, -0.47, 1.11], [-1.50, -1.59, 0.60], [4.55, 0.27, -0.89], [3.52, 1.69, 0.94], [2.97, -1.70, -1.71], [1.33, 1.28, 1.85], [0.71, -1.85, -0.81], [-3.36, 0.64, 0.75], [-3.45, 0.94, -1.08], [-0.88, 1.56, -0.65], [-1.43, 2.47, 0.73], [-3.63, -1.34, -0.70], [-2.26, -0.67, -1.71], [-2.28, -1.50, 1.73]],
  "gap_ev": [6.526, 7.949],
  "spin_multiplicity": 1,
  "homo_ev": [-7.74, -7.79]
}

Entry B
{
  "formula": "C9H12NP",
  "method": "ωB97M-V/def2-TZVPD",
  "symbols": ["H", "N", "C", "C", "C", "C", "P", "C", "C", "C", "C", "C", "H", "H", "H", "H", "H", "H", "H", "H", "H", "H", "H"],
  "positions_angstrom": [[1.57, -2.94, 0.50], [0.60, -2.71, 0.08], [0.56, -1.51, -0.26], [1.69, -0.57, -0.18], [1.65, 0.68, 0.06], [2.64, 1.64, 0.49], [-0.31, 1.68, -0.07], [-2.40, 1.36, 0.62], [-2.78, 0.10, 0.55], [-1.86, -1.10, 0.51], [-0.82, -0.99, -0.72], [-0.69, 0.40, -1.39], [2.62, -1.04, -0.39], [2.62, 2.47, -0.22], [3.73, 1.31, 0.66], [2.12, 1.94, 1.41], [-3.12, 2.10, 0.66], [-3.86, -0.26, 0.55], [-2.35, -2.04, 0.35], [-1.16, -1.24, 1.38], [-1.29, -1.77, -1.39], [-1.66, 0.74, -1.79], [0.04, 0.36, -2.16]],
  "gap_ev": 8.164,
  "spin_multiplicity": 1,
  "homo_ev": -8.45
}

Which structure is most stable? entry A, by 0.0060 hartree over the runner-up.